No. 1
24
Properties=species:S:1:pos:R:3:forces:R:3 method="wB97M-V/def2-TZVPD" total_charge=0 orbital_gap_ev="5.648 / 5.648" spin_multiplicity=1 energy_ha=-1832.62552 e_above_lowest_kcal_mol=0.00
Au 0.034486 0.439396 0.675814 -0.9 -1.3 1.3
N 0.429304 -3.608164 -1.647480 0.3 -0.3 0.1
C 0.404989 -2.300452 -1.299003 -0.2 0.5 -0.1
O -0.531771 -1.581094 -1.589593 0.3 0.1 0.2
C 1.662905 -1.838184 -0.552234 -0.4 0.1 0.3
C 1.808238 -0.350581 -0.268931 -0.9 0.0 -0.3
H -0.391285 -4.020110 -2.056882 0.0 0.1 0.0
H 1.149629 -4.215014 -1.299920 0.0 -0.1 0.0
H 2.511036 -2.172735 -1.160512 0.1 0.2 0.1
H 1.695917 -2.388354 0.389743 0.1 -0.1 0.0
H 1.901236 0.237755 -1.177789 -0.2 0.1 0.1
H 2.623241 -0.140008 0.416084 -0.2 0.1 0.2
C 0.269053 1.461097 4.850786 0.0 0.0 0.1
O 0.162291 0.683687 3.654462 0.0 0.0 -0.2
C 0.057537 -0.642045 3.765694 0.0 0.0 0.8
S 0.056289 -1.480230 5.182868 0.0 0.2 -0.2
S -0.174338 -1.473140 2.289464 0.7 0.4 -1.5
H 0.426147 2.485897 4.525755 0.0 0.0 -0.1
H 1.107395 1.118917 5.455182 0.0 0.0 0.0
H -0.646264 1.381788 5.435609 0.0 0.0 0.0
Cl -2.781319 1.678052 0.000352 -0.3 -0.4 0.2
C -1.093045 2.141398 0.036189 1.8 0.0 -1.1
H -0.965127 2.967423 0.728455 0.1 0.0 0.0
H -0.769543 2.395800 -0.967513 -0.3 0.4 0.0



No. 2
74
Properties=species:S:1:pos:R:3:forces:R:3 method="wB97M-V/def2-TZVPD" total_charge=0 orbital_gap_ev="6.048 / 6.049" spin_multiplicity=2 energy_ha=-3904.64964 e_above_lowest_kcal_mol=58.41
V 0.210921 -0.084418 0.955498 1.4 -0.6 0.0
C 5.675203 1.397688 1.694814 0.0 0.0 0.0
C 4.970264 1.400449 2.892256 0.0 0.0 0.0
C 3.584510 1.436920 2.888917 0.0 0.0 0.0
C 2.888907 1.474827 1.683296 -0.2 -0.1 -0.1
C 3.596545 1.474531 0.485638 0.1 0.0 0.0
C 4.985059 1.434830 0.491907 0.0 0.0 0.0
N 1.472515 1.484719 1.660092 0.0 -0.2 0.0
C 0.835828 2.554036 2.106169 -0.1 0.2 0.0
C 1.406361 3.827549 2.451156 0.1 -0.3 -0.1
C 0.595789 4.848871 2.827250 -0.2 0.1 0.1
C -0.823954 4.705139 2.904219 0.2 0.1 0.0
C -1.397913 3.509915 2.611743 0.0 -0.2 0.1
C -0.574028 2.419718 2.230901 -0.1 0.1 -0.2
N -1.013781 1.164666 1.972251 -0.4 0.4 0.1
N -2.265281 0.893269 2.222894 0.1 -0.2 0.0
C -2.469902 -0.448277 2.063649 -0.1 0.2 0.2
C -3.698822 -1.034164 2.416105 0.0 -0.1 -0.1
C -3.844886 -2.391398 2.270310 -0.1 0.0 0.0
C -2.774702 -3.162848 1.798576 0.1 -0.1 0.0
C -1.598885 -2.526140 1.493672 0.0 0.1 0.0
N -1.450717 -1.192079 1.604252 0.0 0.0 -0.1
H 6.757008 1.363813 1.701480 0.0 0.0 0.0
H 5.502262 1.363559 3.834654 0.0 0.0 0.0
H 3.025582 1.418112 3.816256 0.0 0.0 0.0
H 3.047268 1.504489 -0.448244 0.0 0.0 0.0
H 5.527504 1.435688 -0.445712 0.0 0.0 0.0
H 2.477012 3.962860 2.380910 0.0 0.0 0.0
H 1.034741 5.810094 3.066872 0.0 0.0 0.0
H -1.429291 5.552229 3.197410 0.0 0.0 0.0
H -2.465354 3.353363 2.671315 0.0 0.0 0.0
H -4.490446 -0.400028 2.790390 0.0 0.0 0.0
H -4.785182 -2.866117 2.520707 0.0 0.0 0.0
H -2.862476 -4.229678 1.656842 0.0 0.0 0.0
H -0.736122 -3.060289 1.117016 0.0 0.0 0.0
Cl 1.726032 -5.482946 -3.767986 0.0 0.0 0.0
C 0.850070 -4.218278 -2.947117 0.0 0.0 0.0
C -0.500312 -4.116346 -3.127006 0.0 0.0 0.1
C -1.155610 -3.076352 -2.478482 0.0 -0.1 -0.1
I -4.133038 -4.089548 -1.781718 -0.2 -0.5 -0.2
C -0.574801 -2.150036 -1.684108 0.1 0.0 0.0
O -1.183518 -1.079534 -1.156082 0.2 0.2 0.2
C 0.814114 -2.320792 -1.416004 0.0 0.0 0.2
N 1.388588 -1.499674 -0.484480 0.2 0.2 -0.1
C 2.679072 -1.634452 -0.260035 0.0 -0.1 -0.1
C 3.496181 -2.563321 -0.924536 0.0 0.0 0.0
C 2.929854 -3.422636 -1.818977 0.0 0.0 0.0
C 1.546725 -3.335945 -2.076356 0.0 -0.1 -0.1
H -1.032498 -4.822900 -3.750960 0.0 0.0 0.0
H 3.116142 -0.999672 0.497468 0.0 0.0 0.0
H 4.550637 -2.599588 -0.689070 0.0 0.0 0.0
H 3.520187 -4.175425 -2.322758 0.0 0.0 0.0
C 0.198063 1.290819 -0.710701 -0.8 -0.1 -0.1
H 0.396537 2.345159 -0.513060 0.0 0.0 0.1
H 0.760313 0.964960 -1.592765 0.1 0.0 0.1
N -3.698987 -1.076848 -0.906549 -0.8 -0.9 0.1
C -3.410159 -0.279123 -2.103213 -0.1 -0.2 -0.1
P -1.687246 0.318547 -2.290004 0.4 -0.3 -0.2
O -0.713314 -0.121255 -3.379993 -0.3 0.7 0.1
O -1.262923 1.291123 -1.105433 0.2 0.4 -0.3
C -2.336282 1.810834 -3.364671 -0.1 0.0 0.1
N -1.078639 2.350361 -3.984509 0.3 -0.9 0.2
H -3.935058 -2.314601 -1.164317 0.6 1.4 0.1
H -4.558139 -0.791273 -0.451995 0.0 0.2 0.1
H -2.930938 -1.047786 -0.242895 0.1 -0.1 -0.1
H -4.071215 0.586242 -2.147488 0.0 0.0 0.0
H -3.602584 -0.896650 -2.989501 0.0 0.0 0.0
H -2.830892 2.594509 -2.795006 0.0 0.0 0.0
H -2.971158 1.482710 -4.188727 0.0 0.0 0.0
H -1.207397 2.859475 -4.852203 0.0 -0.1 0.0
H -0.551867 1.393202 -4.071511 -0.2 0.4 -0.1
H -0.569231 2.928519 -3.319909 0.0 0.0 0.0
O 1.957453 -1.485383 2.743833 0.1 -0.1 -0.2
N 1.154288 -1.012017 2.033349 -0.4 0.1 0.5



No. 3
9
Properties=species:S:1:pos:R:3:forces:R:3 method="wB97M-V/def2-TZVPD" total_charge=0 orbital_gap_ev=11.000 smiles="C1=NN=CC1" spin_multiplicity=1 energy_ha=-226.16741 e_above_lowest_kcal_mol=36.26
C -1.115521 -0.171435 -0.044676 -1.1 -0.6 0.7
N -0.815994 -1.416683 0.011570 -0.1 0.7 -0.3
N 0.597621 -1.500092 -0.000080 0.9 -0.5 -0.1
C 1.107396 -0.331601 -0.013415 -0.8 0.3 0.4
C 0.034803 0.730903 0.016686 1.1 0.0 -1.0
H -2.151075 0.127994 0.008416 -0.1 0.1 -0.2
H 2.169294 -0.157068 -0.027389 0.2 -0.1 0.0
H 0.125103 1.381719 -0.876948 -0.1 -0.1 0.5
H 0.048375 1.336264 0.925832 0.0 0.1 -0.1



No. 4
20
Properties=species:S:1:pos:R:3:forces:R:3 method="wB97M-V/def2-TZVPD" total_charge=0 orbital_gap_ev=9.800 smiles="NCCC(N)=O.O.O" spin_multiplicity=1 energy_ha=-456.74582 e_above_lowest_kcal_mol=15.28
N -0.100169 1.824947 1.137982 -0.7 0.1 0.1
C -0.035900 0.924969 0.006498 0.9 0.3 -0.3
C 1.367047 0.924888 -0.625332 -0.2 0.0 0.1
C 1.342454 0.287804 -1.991363 -0.1 0.3 0.2
N 0.822267 -0.959674 -2.016699 -0.6 -0.9 -0.6
O 1.707666 0.826271 -3.013928 0.1 0.4 -0.1
H 0.584395 2.558438 1.190643 0.2 0.0 -0.2
H -0.231661 1.403627 2.037116 0.2 0.0 0.1
H -0.252192 -0.083806 0.313657 -0.4 -0.3 0.2
H -0.749480 1.183232 -0.781828 -0.2 0.1 0.2
H 2.053084 0.351663 0.006177 0.1 0.3 0.1
H 1.682368 1.963903 -0.712635 0.3 -0.1 -0.1
H 0.488357 -1.224811 -2.931515 0.3 -0.2 0.0
H 0.339193 -1.419565 -1.261178 0.0 0.3 0.2
O -1.223089 -1.053634 2.706493 -0.3 -0.4 -0.2
H -1.132145 -0.099660 2.722840 0.2 0.0 0.0
H -0.369883 -1.450358 2.498881 0.1 0.3 0.2
O -1.831808 -2.254935 0.125260 -0.1 0.3 -0.1
H -1.781802 -1.650647 0.886506 -0.2 -0.3 0.0
H -2.678707 -2.052650 -0.297567 0.3 -0.1 0.1



No. 5
25
Properties=species:S:1:pos:R:3:forces:R:3 method="wB97M-V/def2-TZVPD" total_charge=+1 orbital_gap_ev="5.945 / 8.302" spin_multiplicity=1 energy_ha=-1840.37259 e_above_lowest_kcal_mol=29.64
C 1.990373 -1.056179 -3.281233 0.6 -0.1 -0.7
C -1.486567 -0.605259 3.012380 2.9 1.8 -2.0
C -0.832785 1.898412 -0.230860 0.2 -1.2 -2.0
C 1.158208 -0.026363 -2.760290 -1.8 0.3 1.1
C -0.155432 -1.098833 2.451355 0.4 -1.4 -1.2
C 0.256139 1.375894 0.611419 0.8 -1.8 3.1
P -0.918279 -1.449870 -0.806606 -0.3 1.3 -0.9
P 0.272011 -0.510808 0.725992 -0.7 0.1 1.2
Cl -0.152738 -3.283570 -0.640755 0.4 -0.6 0.1
Cl 2.145766 -1.162797 0.556145 0.6 0.1 0.0
H 3.072788 -0.882081 -3.092825 -0.7 -0.4 -0.3
H 1.638097 -1.903808 -2.659201 0.5 -0.6 -0.7
H 1.657336 -1.084087 -4.359520 1.1 -1.0 1.0
H -2.185468 -0.311021 2.293954 -1.5 -0.5 -1.4
H -1.853972 -1.125705 3.794475 -1.2 -2.0 2.2
H -1.230410 0.339256 3.350585 0.3 2.1 1.4
H -1.813379 1.575159 0.088770 -0.3 0.7 0.4
H -0.599785 2.918235 -0.357982 -0.8 1.6 0.2
H -0.741974 1.511115 -1.256065 0.0 -0.1 0.1
H 0.267044 0.097747 -3.348322 -0.4 0.8 0.3
H 1.331516 0.538293 -1.860654 0.2 0.3 -0.1
H -0.189682 -2.216953 2.426088 0.4 0.8 -0.4
H 0.798241 -0.816459 2.939063 -0.8 0.0 0.5
H 0.127815 1.751470 1.698071 0.4 -0.7 -1.6
H 1.295984 1.560260 0.327254 -0.3 0.5 -0.2



No. 6
20
Properties=species:S:1:pos:R:3:forces:R:3 method="wB97M-V/def2-TZVPD" total_charge=0 orbital_gap_ev=9.569 smiles="O=C(O)[C@]12NCCC[C@H]1N2" spin_multiplicity=1 energy_ha=-494.53801 e_above_lowest_kcal_mol=66.34
O 3.298136 1.089603 0.399118 -1.2 -2.6 -1.2
C 2.705064 0.094553 -0.005592 -2.5 2.0 0.6
O 3.051310 -1.134643 -0.243493 -0.1 0.1 0.2
C 0.910277 0.047257 -0.242867 3.3 1.8 -1.1
N 0.284654 1.205223 -0.778322 0.3 -1.0 2.4
C -1.008454 1.543229 -0.204500 1.3 -1.0 1.2
C -1.928108 0.311645 -0.002236 2.7 -0.2 -1.0
C -1.266730 -0.722384 0.932543 2.0 0.6 0.5
C 0.278086 -0.840219 0.661871 -3.6 -0.8 0.0
N 0.630290 -1.392963 -0.637962 -0.9 0.4 -1.9
H 2.071859 -1.543745 -0.462693 1.3 -0.4 -0.5
H 0.210214 1.138702 -1.730491 0.1 0.0 -2.9
H -1.360293 2.314634 -0.804108 -1.4 0.9 -1.6
H -0.773477 2.149091 0.662239 -0.2 -0.5 1.1
H -2.074568 -0.088582 -1.022050 -0.7 0.1 0.6
H -2.736684 0.642205 0.544662 -2.5 0.5 0.3
H -1.322282 -0.251965 1.917880 -0.2 -0.3 0.2
H -1.712418 -1.737693 0.995609 0.1 0.8 -0.3
H 0.905626 -1.270428 1.365916 0.6 -0.7 1.9
H -0.162506 -1.553515 -1.345520 1.6 0.6 1.6